1.
ORCA calculation (ωB97M-V/def2-TZVPD) on a molecular structure, C6H18CuGaN2O6P2S.

CARTESIAN COORDINATES (ANGSTROEM)
C -1.757 -4.595 -1.674
C -0.772 -3.387 -1.488
O -0.028 -3.191 -2.355
N -0.914 -2.646 -0.340
C 0.372 -2.307 0.326
C 1.081 -1.155 -0.392
C 2.074 -0.416 0.487
C 1.450 0.477 1.567
Ga 0.578 2.169 0.890
N 1.236 3.644 1.956
P 0.937 2.617 -1.374
O 0.499 1.553 -2.283
O 2.514 2.946 -1.666
O 0.119 3.989 -1.762
P -1.763 2.082 1.340
O -2.103 2.372 2.902
O -2.462 3.292 0.507
S -2.473 0.358 0.721
H -2.086 -4.991 -0.695
H -1.296 -5.358 -2.284
H -2.616 -4.180 -2.271
H -1.478 -3.208 0.287
H 0.104 -1.940 1.315
H 1.022 -3.167 0.484
H 0.318 -0.518 -0.834
H 1.647 -1.586 -1.211
H 2.672 0.223 -0.160
H 2.788 -1.125 0.909
H 2.241 0.780 2.248
H 0.740 -0.073 2.190
H 2.238 3.550 2.075
H 0.799 3.552 2.867
H 2.560 3.900 -1.837
H 0.345 4.159 -2.692
H -2.375 3.303 2.952
H -2.105 4.114 0.890
Cu -4.102 -5.237 -1.594

Kohn-Sham gap (spin up / spin down)   3.9583 / 3.8618 eV
Expectation value of S²   0.7581
Net charge   +1
2S+1   2
Electronic energy   -148201.39181 eV
Energy above the lowest of the compared OMol25 structures with the same formula, charge and spin   21.0 kcal per mole


2.
ORCA calculation (ωB97M-V/def2-TZVPD) on 3 unconnected molecules or ions with the total composition C35H76BrN2O5.

CARTESIAN COORDINATES (ANGSTROEM)
C 3.437 3.169 2.961
C 3.858 4.183 1.699
C 5.250 3.602 1.085
C 5.373 3.543 -0.538
C 4.364 4.516 -1.379
C 3.024 3.596 -1.739
C 3.243 2.566 -2.995
C 1.709 2.224 -3.568
C 1.040 0.891 -2.893
C 1.068 0.842 -1.255
C 0.180 -0.375 -0.596
C 0.162 -0.127 1.049
C 0.508 -1.486 1.911
C 2.045 -1.458 2.567
C 2.612 -2.941 2.967
C 3.784 -3.515 1.919
C 5.098 -2.520 2.044
C 6.395 -3.049 1.138
C 7.846 -2.796 1.890
O 9.006 -3.138 1.022
C 9.216 -2.096 0.003
C 3.112 -3.477 0.425
Br 3.588 -1.894 -0.695
C 3.709 -4.817 -0.378
C 2.555 -5.213 -1.486
H 3.888 3.511 3.986
H 2.244 3.181 3.011
H 3.728 2.070 2.646
H 4.081 5.219 2.203
H 2.934 4.183 0.986
H 6.126 4.306 1.477
H 5.538 2.516 1.489
H 6.480 3.896 -0.812
H 5.292 2.441 -0.963
H 4.837 4.809 -2.435
H 4.096 5.530 -0.859
H 2.872 2.907 -0.776
H 2.061 4.258 -1.837
H 3.946 2.957 -3.846
H 3.619 1.532 -2.532
H 0.984 3.155 -3.388
H 1.782 2.061 -4.731
H 1.495 -0.100 -3.324
H -0.112 0.905 -3.203
H 0.587 1.856 -0.866
H 2.185 0.734 -0.853
H 0.669 -1.407 -0.849
H -0.919 -0.384 -1.042
H 1.011 0.650 1.284
H -0.874 0.329 1.422
H -0.239 -1.532 2.841
H 0.303 -2.496 1.310
H 2.761 -0.806 1.911
H 1.913 -0.865 3.594
H 1.700 -3.697 2.822
H 2.933 -3.045 4.096
H 5.466 -2.630 3.175
H 4.863 -1.384 1.898
H 6.263 -4.197 0.857
H 6.373 -2.458 0.126
H 7.910 -3.474 2.860
H 7.902 -1.657 2.222
H 9.113 -1.005 0.427
H 10.251 -2.204 -0.565
H 8.384 -2.206 -0.846
H 1.945 -3.685 0.512
H 4.760 -4.589 -0.862
H 3.879 -5.688 0.403
H 2.270 -4.307 -2.175
H 2.896 -6.126 -2.167
H 1.570 -5.581 -0.920
C -2.097 -1.485 -3.272
O -2.751 -1.522 -2.009
C -3.676 -0.444 -1.825
C -5.118 -0.974 -1.797
N -5.542 -1.431 -3.124
C -6.809 -2.174 -3.114
C -6.834 -3.513 -2.353
O -6.022 -4.530 -2.946
C -4.659 -4.503 -2.544
H -1.312 -2.245 -3.270
H -2.797 -1.718 -4.077
H -1.635 -0.508 -3.446
H -3.552 0.344 -2.579
H -3.451 -0.003 -0.850
H -5.790 -0.174 -1.459
H -5.158 -1.789 -1.069
H -4.822 -2.034 -3.513
H -7.056 -2.377 -4.164
H -7.601 -1.522 -2.728
H -7.861 -3.892 -2.403
H -6.609 -3.401 -1.288
H -4.529 -4.142 -1.520
H -4.077 -3.896 -3.241
H -4.268 -5.523 -2.601
C -4.611 3.589 -0.417
O -4.421 2.419 0.370
C -3.672 2.664 1.567
C -4.570 2.498 2.803
N -5.545 3.587 2.902
C -6.586 3.355 3.912
C -7.539 2.167 3.681
O -8.402 2.328 2.553
C -7.837 1.917 1.316
H -5.056 3.289 -1.369
H -5.296 4.281 0.077
H -3.657 4.085 -0.620
H -3.181 3.645 1.557
H -2.887 1.904 1.604
H -3.943 2.491 3.705
H -5.069 1.528 2.723
H -5.999 3.710 2.001
H -7.190 4.270 3.949
H -6.112 3.255 4.896
H -8.202 2.113 4.553
H -7.017 1.205 3.644
H -7.135 1.086 1.430
H -7.350 2.764 0.828
H -8.651 1.592 0.662

Kohn-Sham gap   4.3772 eV
Net charge   -1
Electronic energy   -120774.00563 eV